Record 1
DFT (wB97M-V/def2-TZVPD) results for C2H7N3OS in the gas phase.

Orbital gap (eV): 8.84
SMILES: CO/C(=N\S)NN
Relative energy (zero: lowest compared OMol25 entry of this formula, charge and spin) (kcal per mole): 48.3

Last column: Mulliken charge in e.
Positions of all 14 atoms, in Å:
C -0.26686 1.94540 0.15188  -0.75
C 0.25831 -0.29352 -0.05477  0.79
H 0.15691 2.89687 0.32548  0.29
H -0.64509 1.63774 1.16888  0.33
H -1.09299 2.11517 -0.59055  0.24
H -1.58548 -0.33857 -0.66401  0.25
H -0.89000 -2.62733 -0.85658  0.29
H -0.96617 -2.36608 0.99257  0.29
H 2.69814 0.60667 -0.27945  0.14
N -1.02741 -0.69403 0.03205  -0.07
N -1.33249 -2.04796 0.04961  -0.74
N 1.20796 -1.16983 -0.05333  -0.52
O 0.63283 1.01934 -0.27766  -0.37
S 2.85232 -0.68388 0.05588  -0.17

=====

Record 2
DFT (wB97M-V/def2-TZVPD) results for C2H7N3S in the gas phase.

Orbital gap (eV): 9.17
SMILES: CN(N)/C=N\S
Relative energy (zero: lowest compared OMol25 entry of this formula, charge and spin) (kcal per mole): 110.0

Last column: Mulliken charge in e.
Positions of all 13 atoms, in Å:
C 0.92286 -0.30654 1.04685  -0.71
C -0.43479 0.63978 -0.64796  0.13
H 1.82329 0.62423 0.80377  0.25
H 0.28071 -0.03762 1.90309  0.30
H 1.36207 -1.35815 1.22917  0.29
H 0.30471 -2.15253 -1.92475  0.22
H 1.28809 -0.77336 -2.11533  0.24
H -0.50292 0.98017 -1.72185  0.37
H -2.99786 1.79749 1.30801  0.18
N 0.00190 -0.67925 -0.28517  0.00
N 0.70739 -1.40305 -1.37765  -0.58
N -0.87667 1.62671 0.14292  -0.48
S -1.87878 1.04211 1.63891  -0.21

=====

Record 3
DFT (wB97M-V/def2-TZVPD) results for a molecular structure, C2H7N3S2.

Orbital gap (eV): 9.38
Relative energy (zero: lowest compared OMol25 entry of this formula, charge and spin) (kcal per mole): 65.8

Last column: Mulliken charge in e.
Positions of all 14 atoms, in Å:
C -0.72325 -1.58589 0.87655  -0.50
C 0.38360 0.41106 0.02659  0.58
H -1.14646 -1.63173 -0.40449  0.02
H -0.16106 -2.39922 1.28285  0.32
H -1.68946 -1.15681 1.45198  0.22
H 0.73351 2.50915 -0.20167  0.30
H 1.89724 1.56004 2.36370  0.14
H 0.58386 0.32235 -1.92126  0.25
H -1.96425 -1.07837 -2.29925  0.14
N 0.38034 -0.45465 0.92508  -0.42
N 1.23320 1.53131 0.04749  -0.39
N -0.23639 0.33292 -1.29665  -0.36
S 2.51812 1.35230 1.15096  -0.18
S -1.80899 0.28756 -2.00188  -0.12

=====

Record 4
DFT (wB97M-V/def2-TZVPD) results for 2 unconnected molecules or ions with the total composition C2H7N4O2.

Orbital gap (eV): 9.91
Total charge: +1
Relative energy (zero: lowest compared OMol25 entry of this formula, charge and spin) (kcal per mole): 64.7

Last column: Mulliken charge in e.
Positions of all 15 atoms, in Å:
C 0.91790 2.79925 -1.41855  0.63
C -0.32154 -1.55520 -0.55131  0.00
N -1.57471 -0.55017 -0.09029  -0.31
N 0.82300 -1.50479 0.02679  0.15
N -1.16871 0.26658 1.02632  -0.54
N 1.26006 -0.71266 1.01717  -0.50
O 0.75086 2.03977 -0.54466  -0.45
O 0.93630 3.45672 -2.32837  -0.24
H -0.60463 -2.39596 -1.15850  0.38
H -1.95539 -0.00108 -0.92709  0.29
H 1.47103 -2.22997 -0.25483  0.28
H -2.09110 0.48979 1.52667  0.31
H -0.75027 1.17930 0.55984  0.28
H 1.97596 -1.05845 1.61226  0.27
H 0.33126 -0.22311 1.50455  0.45

=====

Record 5
DFT (wB97M-V/def2-TZVPD) results for 2 unconnected molecules or ions with the total composition C2H7N4OS.

Orbital gap (spin up / spin down) (eV): 7.50 / 7.49
Total charge: +1
Relative energy (zero: lowest compared OMol25 entry of this formula, charge and spin) (kcal per mole): 84.7

Last column: Mulliken charge in e.
Positions of all 15 atoms, in Å:
C 1.69152 -0.76997 0.40414  -0.57
C 0.30506 -0.46882 0.32426  0.88
N 0.38757 1.73586 -0.43531  -0.66
N -0.08488 0.81672 0.24132  0.40
N -0.67834 -1.37660 0.57141  -0.30
N -1.97977 0.71005 -0.31892  -0.77
O 4.03659 -0.47483 -0.35874  -0.39
S 2.88495 0.37511 -0.10775  0.54
H 1.84512 -1.91991 0.39495  0.30
H 0.44443 2.67471 -0.07673  0.26
H -2.81040 0.25729 -0.13871  0.22
H -0.47579 -2.30823 0.64752  0.17
H -2.15512 1.70837 -0.39764  0.28
H -1.69905 -1.21966 0.52244  0.22
H -1.71191 0.25990 -1.27224  0.39

=====

Record 6
DFT (wB97M-V/def2-TZVPD) results for 2 unconnected molecules or ions with the total composition C2H7N4OS.

Orbital gap (eV): 7.96
Total charge: +1
Relative energy (zero: lowest compared OMol25 entry of this formula, charge and spin) (kcal per mole): 36.3

Last column: Mulliken charge in e.
Positions of all 15 atoms, in Å:
C -0.48616 -0.87235 0.15671  0.50
C 2.71415 0.59619 -0.32828  0.76
N -0.12038 -2.16489 -0.31931  -0.49
N 2.25866 1.69324 -0.77920  -0.25
N 0.31424 0.08426 0.34608  -0.24
N -1.83575 -0.69693 0.14263  -0.43
O -0.06169 1.42261 0.59226  -0.53
S 3.23614 -0.71101 0.23678  -0.13
H 0.69246 -2.52824 0.05260  0.21
H -1.04286 -2.75084 -0.21747  0.23
H 1.35825 2.00199 -0.38374  0.32
H 2.77880 2.27379 -1.45221  0.28
H -2.43587 -1.39633 -0.32654  0.19
H -2.36613 -0.07162 0.70277  0.19
H -0.16655 1.49754 1.61480  0.37

=====

Record 7
DFT (wB97M-V/def2-TZVPD) results for a molecular structure, C2H7N4P3S.

Orbital gap (eV): 8.10

Last column: Mulliken charge in e.
Positions of all 17 atoms, in Å:
C 1.19974 -0.14664 0.07157  -0.61
C 2.20363 0.92823 -0.50391  -0.48
N -4.20778 0.09072 0.24567  -0.18
N -2.24855 1.65195 -0.13369  -0.24
N -1.77911 -1.10030 -0.08104  -0.39
N 0.03898 0.69003 0.12504  -0.05
P -3.92175 1.60376 0.35627  0.07
P -3.49349 -1.25991 -0.39783  0.01
P -1.29532 0.36312 -0.87414  0.16
S 0.93022 2.18614 -0.15314  -0.15
H 1.13678 -1.07690 -0.52757  0.31
H 1.47855 -0.42222 1.04380  0.27
H 3.08211 0.82416 0.09550  0.29
H 2.58706 0.90380 -1.46970  0.35
H -1.77436 2.52249 -0.47575  0.24
H -1.45980 -1.05647 0.96627  0.35
H -3.75291 -2.25356 0.58053  0.05

=====

Record 8
DFT (wB97M-V/def2-TZVPD) results for a molecular structure, C2H7N4S.

Orbital gap (eV): 8.56
Total charge: +1
Relative energy (zero: lowest compared OMol25 entry of this formula, charge and spin) (kcal per mole): 79.6

Last column: Mulliken charge in e.
Positions of all 14 atoms, in Å:
C 2.02853 0.36686 0.45566  -0.44
C 0.16911 0.67366 -0.11406  0.54
N -0.58926 -0.37617 0.08257  0.51
N -0.22243 1.75108 -0.61800  -0.29
N -1.98059 -0.37084 -0.27785  -0.61
N -0.05731 -1.68203 0.22984  -0.70
S 3.08505 0.00969 -0.67428  0.04
H 2.17370 0.32448 1.49814  0.39
H 0.32822 2.57646 -0.66277  0.27
H -1.16803 1.99082 -0.61722  0.28
H -2.48122 -0.46078 0.53844  0.24
H -2.17592 -0.96987 -1.00010  0.24
H -0.13370 -2.12499 1.09263  0.26
H 1.02385 -1.70837 0.06703  0.27

=====

Record 9
DFT (wB97M-V/def2-TZVPD) results for a gas-phase ion, C2H7N4S (charge +1).

Orbital gap (eV): 7.43
SMILES: NN1C=C([NH3+])SN1
Total charge: +1
Relative energy (zero: lowest compared OMol25 entry of this formula, charge and spin) (kcal per mole): 96.0

Last column: Mulliken charge in e.
Positions of all 14 atoms, in Å:
C -0.18584 -0.57305 0.41146  -0.31
C -0.59738 0.84096 0.39512  -0.15
N 1.45387 0.38324 -0.85904  -0.29
N 1.01347 -0.87904 -0.23025  0.20
N 1.13919 -1.96916 -1.02383  -0.53
N -1.76733 1.31914 1.05263  -0.28
S 0.40637 1.75379 -0.82517  0.00
H -0.55827 -1.48486 0.94916  0.37
H 2.38968 0.67393 -0.57708  0.28
H 0.63763 -2.10221 -1.80656  0.21
H 2.08562 -2.26089 -1.21789  0.26
H -1.48229 1.66911 2.09688  0.44
H -2.32512 0.44700 1.08746  0.40
H -2.20960 2.18203 0.54711  0.40

=====

Number 1: E -19537.7449 eV, largest force on an atom 4.97 eV Å⁻¹. Number 2: E -17488.1401 eV, largest force on an atom 4.32 eV Å⁻¹. Number 3: E -28324.7990 eV, largest force on an atom 5.50 eV Å⁻¹. Number 4: E -12233.2407 eV, largest force on an atom 5.72 eV Å⁻¹. Number 5: E -21018.8735 eV, largest force on an atom 3.67 eV Å⁻¹. Number 6: E -21020.9760 eV, largest force on an atom 4.83 eV Å⁻¹. Number 7: E -46848.6487 eV, largest force on an atom 2.94 eV Å⁻¹. Number 8: E -18972.2977 eV, largest force on an atom 6.50 eV Å⁻¹. Number 9: E -18971.5900 eV, largest force on an atom 6.40 eV Å⁻¹.